The following is a DFT calculation (wB97M-V/def2-TZVPD) of C27H27N3O4S as an isolated structure.

## Properties
E_tot, a.u.: -1907.793165
Largest force on an atom, eV Å⁻¹: 17.60
Net charge: 0

Atoms and positions in Å:
C  -3.94455  -3.79527  -1.16469
C  -2.77774  -4.55549  -0.41957
H  -3.17071  -5.10011  0.56420
H  -2.18473  -5.20772  -1.01184
O  -1.61725  -3.49087  -0.01064
C  -0.80640  -2.99679  -0.73676
O  -0.79542  -3.28552  -1.90458
C  0.26835  -2.28681  0.03262
C  1.54063  -1.97612  -0.37912
N  2.07411  -1.30453  0.50771
C  1.19061  -1.16043  1.84217
C  0.13258  -1.70168  1.45920
C  -1.03608  -1.62027  2.00048
O  -1.29180  -2.06838  3.36332
C  -2.20225  -0.89647  1.53599
H  -3.24594  -0.66763  2.22376
H  -2.63777  -1.17290  0.40314
S  -1.75444  0.93046  1.23017
C  -1.11095  0.49046  -0.34453
N  -1.86882  -0.06162  -1.12620
C  -1.17660  -0.34782  -2.40815
C  -2.14782  -0.97479  -3.20681
C  -1.58816  -1.40369  -4.48157
C  -0.39088  -0.82146  -4.88425
C  0.66471  -0.33868  -3.91668
C  -0.04497  0.06613  -2.83646
C  0.78062  1.06604  -2.07039
O  1.81063  1.33858  -2.00119
N  -0.00288  1.42279  -0.70430
C  0.52646  2.30603  0.10782
C  1.92759  2.15667  0.66834
C  2.53925  3.19639  1.41403
C  1.55919  4.22451  1.87284
C  0.34071  4.36100  1.32484
C  -0.19681  3.38698  0.53479
H  -1.34526  3.28555  0.38083
H  -0.22001  5.00586  1.74614
C  1.88321  5.39588  2.81648
C  1.88458  4.82851  4.30227
H  0.76824  4.74756  4.60749
H  2.12254  5.61417  4.83769
H  2.24452  4.07518  4.56002
H  3.21310  5.54754  2.65277
H  1.64372  6.34496  2.55565
H  3.52667  3.19943  1.83955
H  2.52907  1.34130  0.09448
H  1.42496  0.22618  -4.48491
H  0.10532  -1.19593  -6.11916
H  -2.02855  -2.08154  -5.20526
H  -3.02158  -1.33606  -2.92434
C  1.67186  -0.46108  2.89626
H  0.99350  -0.69569  3.70284
H  2.66402  -0.90304  3.12371
H  1.54218  0.70663  2.58685
H  2.89385  -0.97940  0.40180
C  1.90647  -2.28778  -1.64727
H  1.52230  -2.79067  -2.40245
H  2.48933  -1.32061  -2.13994
H  2.92480  -3.02316  -1.43856
H  -4.89467  -4.52832  -1.50232
H  -3.37184  -3.41490  -2.13270
H  -4.43479  -3.01160  -0.58564

Atomic charges from the Mulliken analysis, expressed in e, are listed below: -0.604, -0.400, 0.265, 0.359, -0.399, 0.393, -0.744, 0.570, 0.931, 0.111, 0.331, 0.779, -0.106, -0.708, -0.267, 0.428, 0.005, -0.170, 0.752, -0.566, 0.792, -0.886, -0.480, -0.536, -0.651, 0.375, -0.206, -0.296, 0.221, -0.954, -0.413, -0.803, 1.012, -1.103, 0.782, 0.404, 0.659, -1.093, -1.570, 0.287, 0.506, 0.664, 0.212, 0.616, 0.359, 0.078, 0.379, 0.147, 0.369, 0.972, -1.397, 0.406, 0.377, 0.009, -0.068, -1.764, 0.556, 0.172, 0.258, 0.326, 0.051, 0.269

The following is a DFT calculation (wB97M-V/def2-TZVPD) of C27H28BIrN4O4PS as an isolated structure.

## Properties
E_tot, a.u.: -2434.291493
Largest force on an atom, eV Å⁻¹: 4.02
Net charge: +1

Atoms and positions in Å:
Ir  0.95721  -1.29757  -0.01521
O  -0.88947  2.02780  0.87279
C  -0.89758  0.95235  0.32909
O  0.07578  0.48250  -0.45637
C  -2.03218  -0.02276  0.53231
P  -1.22729  -1.63591  0.51470
C  -1.91436  -2.46403  1.94534
C  -1.10683  -2.70943  3.05212
C  -1.66415  -3.25616  4.20063
C  -3.01725  -3.55183  4.23650
C  -3.82164  -3.31027  3.12687
C  -3.27569  -2.76956  1.97662
C  -1.79109  -2.47974  -0.96346
C  -1.93575  -1.76336  -2.15372
C  -2.29234  -2.42975  -3.31627
C  -2.47616  -3.80519  -3.29956
C  -2.29695  -4.52441  -2.12300
C  -1.94724  -3.86794  -0.95669
H  -2.75109  0.05331  -0.28420
H  -2.54214  0.18076  1.47003
H  -0.05052  -2.46995  3.00831
H  -1.04264  -3.43282  5.06806
H  -3.45617  -3.96576  5.13453
H  -4.88002  -3.52993  3.16589
H  -3.90230  -2.58078  1.11260
H  -1.75196  -0.69558  -2.17763
H  -2.42826  -1.87342  -4.23396
H  -2.74744  -4.32301  -4.20999
H  -2.43332  -5.59753  -2.11615
H  -1.80266  -4.42689  -0.03997
S  2.07914  2.24526  -1.63788
C  2.71345  2.68338  -0.16292
N  2.03930  2.79094  0.99804
C  2.90838  3.05912  2.13854
C  4.25400  3.38226  1.46448
N  4.00797  2.97527  0.08737
H  1.03133  2.69511  1.03599
H  2.98465  2.17367  2.77527
H  2.52827  3.88490  2.73743
H  5.07593  2.81620  1.90233
H  4.49896  4.44495  1.51828
H  4.68721  3.03866  -0.64732
C  2.66635  -1.85872  -2.82326
C  2.36717  -3.03579  -1.96014
N  1.56779  -3.05767  -0.89675
C  1.59218  -4.34824  -0.38270
C  2.39956  -5.10633  -1.15228
N  2.87509  -4.26300  -2.13984
H  2.03244  -1.01436  -2.54979
H  2.50076  -2.09955  -3.87335
H  3.70142  -1.54394  -2.69426
H  1.02469  -4.62325  0.48801
H  2.69030  -6.13916  -1.08618
H  3.49245  -4.52817  -2.88954
O  3.46253  -0.34727  -0.14096
B  2.63448  -0.70683  0.90422
O  3.23871  -0.61218  2.12821
C  4.52919  -0.18303  1.84331
C  5.56141  0.06541  2.71323
C  6.76085  0.49558  2.14422
C  6.88896  0.68100  0.77037
C  5.82779  0.42764  -0.10049
C  4.66523  -0.01414  0.47637
H  5.44819  -0.06232  3.78102
H  7.61248  0.68097  2.78426
H  7.83201  1.02302  0.36646
H  5.90723  0.57931  -1.16843

Atomic charges from the Mulliken analysis, expressed in e, are listed below: 1.146, -0.679, 0.383, -0.576, -0.948, 0.820, 0.413, -0.382, -0.667, -0.518, -0.723, -0.341, 0.293, -0.387, -0.921, -0.451, -0.826, -0.412, 0.496, 0.480, 0.409, 0.441, 0.407, 0.420, 0.435, 0.420, 0.462, 0.435, 0.440, 0.460, -0.398, -0.077, 0.010, -0.420, -0.400, -0.025, 0.193, 0.124, 0.434, 0.109, 0.409, 0.233, -1.250, 0.523, 0.259, -0.530, -0.671, -0.011, 0.164, 0.506, 0.258, 0.492, 0.417, 0.195, -0.032, 0.521, -0.436, 0.976, -1.018, -0.601, -0.662, -0.957, 0.208, 0.490, 0.415, 0.420, 0.598

The following is a DFT calculation (wB97M-V/def2-TZVPD) of C27H28ClEuNO3P2 as an isolated structure.

## Properties
Multiplicity: 7
E_tot, a.u.: -3179.022425
Largest force on an atom, eV Å⁻¹: 12.67
Net charge: +1

Atoms and positions in Å:
C  -1.33866  -3.88502  -2.78999
C  -0.80554  -2.59197  -2.77620
C  -1.57850  -1.57584  -2.14920
C  -2.87046  -1.81077  -1.71701
C  -3.38357  -3.09686  -1.74614
C  -2.61346  -4.13862  -2.26081
C  -3.64398  -0.61146  -1.09626
C  -3.11793  0.76370  -1.56869
C  -1.81256  0.83533  -2.00658
C  -1.24893  2.03710  -2.52203
C  -2.02575  3.19197  -2.43624
C  -3.32423  3.13982  -1.91307
C  -3.88413  1.91890  -1.50278
H  -0.76707  -4.70390  -3.22190
H  -4.38893  -3.23610  -1.35511
H  -3.01169  -5.14850  -2.26413
H  -4.51271  -0.68783  -1.78346
H  -1.62523  4.14608  -2.78570
H  -3.91843  4.04254  -1.83904
H  -4.89583  1.82812  -1.12665
N  -1.00307  -0.31655  -1.83002
Eu  0.49742  -0.25496  -0.50470
C  0.49709  -2.28616  -3.50351
H  0.35809  -1.42372  -4.18055
H  0.80980  -3.14817  -4.11352
C  0.09120  2.05697  -3.24083
H  0.15346  1.21681  -3.95662
H  0.21513  3.00484  -3.79020
P  2.01707  -1.83916  -2.50092
P  1.62478  1.90888  -2.17936
C  1.44235  3.40605  -1.13904
H  1.29818  3.08549  -0.09544
H  2.37409  3.98246  -1.20449
H  0.59398  4.02847  -1.45585
C  2.93696  2.43924  -3.34230
H  3.63876  3.09677  -2.80993
H  3.47627  1.53751  -3.66767
H  2.53411  2.96463  -4.22171
C  1.95040  -3.17978  -1.23590
H  2.89684  -3.73120  -1.31113
H  1.88550  -2.76169  -0.21306
H  1.11535  -3.87599  -1.40625
C  3.39136  -2.39329  -3.58220
H  3.86232  -1.47478  -3.97485
H  4.10930  -2.95894  -2.96559
H  3.01438  -3.01659  -4.41022
C  -2.92936  -0.65767  0.46787
O  -1.95460  -0.64228  1.14557
H  -4.52341  -0.69604  -0.55948
Cl  3.62692  1.28873  7.45579
C  2.86251  0.96366  5.96080
C  2.23958  2.00482  5.25103
C  1.65540  1.72610  4.00582
C  1.69994  0.43189  3.48219
C  2.28469  -0.59893  4.21440
C  2.88008  -0.34866  5.45441
C  1.19910  0.17416  2.09802
O  0.76258  1.17271  1.38877
O  1.23547  -1.01385  1.60865
H  2.22514  3.01231  5.66709
H  1.17647  2.51630  3.43891
H  2.27902  -1.59921  3.78912
H  3.35320  -1.16053  6.00999

Atomic charges from the Mulliken analysis, expressed in e, are listed below: -0.636, -0.098, 0.798, -0.387, -0.819, -1.144, 0.014, -0.162, 0.953, -0.128, -0.687, -1.137, -0.929, 0.448, 0.529, 0.394, 0.756, 0.457, 0.389, 0.546, 0.707, 0.554, -1.250, 0.403, 0.670, -1.480, 0.412, 0.663, 0.789, 0.904, -1.052, 0.222, 0.442, 0.251, -1.112, 0.396, 0.241, 0.346, -1.205, 0.438, 0.384, 0.252, -1.135, 0.285, 0.415, 0.362, -0.386, -0.314, 1.231, -0.183, 0.439, -0.725, -0.179, -0.117, -0.188, -0.726, 1.061, -0.801, -0.799, 0.397, 0.426, 0.415, 0.394